88
Properties=species:S:1:pos:R:3:forces:R:3:mulliken_charge:R:1 method="wB97M-V/def2-TZVPD" gap_ev=8.51 spin_multiplicity=1 homo_ev=-11.59 total_charge=+1 energy_ev=-95475.266 molar_mass_g_mol=657.87
C 10.8168 -4.9517 2.3071 -0.615 -0.168 0.035 -1.4004
C 9.2935 -5.1180 2.3512 0.632 0.572 -0.044 0.2783
O 8.9264 -6.3705 1.8208 -0.580 -0.341 -0.121 -0.5589
C 8.6055 -3.9554 1.6151 0.078 -0.026 -0.353 -0.5853
O 7.4617 -4.3452 0.8449 0.136 -0.044 0.233 -0.4205
C 6.3718 -4.7463 1.6063 -0.636 0.442 0.287 0.0820
C 5.8160 -5.9840 0.9343 0.581 0.288 -0.290 -1.0308
N 4.4583 -6.3630 1.4594 0.280 -0.374 -0.055 0.0319
C 4.0642 -5.6227 2.6908 0.075 0.545 0.244 -0.9066
C 4.2390 -4.1113 2.5273 -0.040 -0.453 -0.205 -0.3848
N 5.2911 -3.7684 1.5560 -0.335 0.061 0.131 -0.4277
H 11.2505 -5.4075 3.1830 0.280 -0.114 0.213 0.3418
H 11.1055 -3.9117 2.2589 0.177 0.310 0.040 0.4059
H 11.1769 -5.4811 1.4359 0.244 0.038 -0.311 0.3548
H 9.0159 -5.0790 3.3971 -0.427 -0.401 0.228 0.3482
H 8.8231 -6.2818 0.8612 0.241 0.031 0.238 0.3648
H 8.3430 -3.1486 2.2917 -0.096 0.110 0.323 0.3238
H 9.3090 -3.5307 0.9120 -0.019 0.044 -0.447 0.4605
H 6.6363 -4.9296 2.6521 0.461 -0.255 0.073 0.3200
H 6.5236 -6.7926 1.0089 -0.052 -0.485 0.290 0.4345
H 5.7109 -5.7132 -0.1045 -0.132 -0.001 -0.337 0.3175
H 3.7781 -6.2302 0.7123 -0.129 0.062 0.116 0.4180
H 4.4764 -7.3569 1.6870 -0.190 -0.023 -0.155 0.3787
H 4.6768 -5.9791 3.5040 0.280 -0.379 0.056 0.3918
H 3.0357 -5.8594 2.9241 -0.222 -0.126 -0.017 0.4202
H 4.4850 -3.7373 3.5164 -0.153 0.169 0.319 0.2847
H 3.2799 -3.7218 2.2206 -0.111 0.563 -0.144 0.4264
H 5.6265 -2.8492 1.8211 0.186 0.020 -0.348 0.3254
O 1.3036 -2.0795 2.3207 0.032 -0.343 0.025 -0.6803
S 0.6069 -1.6306 3.4950 -0.166 0.767 0.134 1.2388
O 0.1553 -2.5752 4.4679 0.134 -0.272 -0.142 -0.6535
O -0.5912 -0.6925 3.0552 0.266 -0.050 0.010 -0.1611
C -1.5257 -1.1910 2.0704 -0.644 -0.293 -0.312 -0.2400
C -2.5292 -2.1506 2.6785 0.162 -0.109 0.154 -1.0820
C 1.5637 -0.3892 4.2977 0.012 0.028 -0.028 -0.9539
H -0.9901 -1.6490 1.2378 0.188 0.044 0.110 0.3389
H -2.0417 -0.3130 1.6867 0.176 0.157 0.129 0.1906
H -2.0522 -3.0787 2.9924 -0.003 0.000 -0.019 0.3204
H -3.3017 -2.3928 1.9492 0.000 0.063 -0.033 0.4074
H -2.9982 -1.7083 3.5567 -0.053 0.045 -0.047 0.2812
H 1.8619 0.3526 3.5623 -0.015 0.000 -0.008 0.3077
H 2.4367 -0.8788 4.7233 -0.020 -0.041 0.009 0.3583
H 0.9620 0.0571 5.0844 -0.012 -0.017 0.012 0.3374
O -6.0517 3.5911 2.7165 -0.023 -0.217 0.048 -0.6723
S -5.0701 3.6268 1.6794 0.177 0.459 -0.170 1.2010
O -4.6386 2.4061 1.0583 -0.136 -0.076 0.211 -0.6076
O -3.7871 4.4060 2.2108 -0.153 0.040 -0.158 -0.2708
C -3.2373 3.9862 3.4747 0.274 -0.215 0.458 -0.5743
C -2.4194 2.7175 3.3385 -0.080 -0.166 -0.156 -0.7904
C -5.5424 4.7709 0.4297 0.036 0.021 0.014 -0.9855
H -4.0371 3.8681 4.2068 -0.097 0.012 -0.117 0.3518
H -2.6104 4.8110 3.8066 -0.051 0.105 -0.172 0.2906
H -3.0565 1.8683 3.0913 -0.002 0.002 0.043 0.2231
H -1.9021 2.4951 4.2720 -0.009 0.074 0.030 0.4142
H -1.6834 2.8189 2.5402 0.045 0.055 0.045 0.2729
H -5.8106 5.7104 0.9042 -0.001 -0.001 0.019 0.3703
H -6.3985 4.3443 -0.0883 0.009 -0.053 0.015 0.3780
H -4.7129 4.8995 -0.2606 -0.001 -0.028 -0.008 0.3089
O -5.2056 2.9606 -3.0458 0.030 0.076 -0.212 -0.5894
S -4.7521 1.6000 -3.1195 -0.044 -0.379 0.427 1.3204
O -4.0806 1.1241 -4.2889 -0.021 0.233 -0.121 -0.6690
O -5.9768 0.6412 -2.7855 0.202 0.089 0.062 -0.3139
C -7.1996 0.8353 -3.5276 -0.484 0.003 -0.369 -0.3341
C -7.1336 0.2317 -4.9164 0.229 0.047 -0.033 -1.0085
C -3.7862 1.2404 -1.6978 -0.103 -0.023 0.084 -0.8639
H -7.4415 1.8985 -3.5653 0.133 0.023 0.053 0.3155
H -7.9713 0.3448 -2.9380 0.136 -0.039 0.141 0.2993
H -6.4274 0.7683 -5.5490 -0.017 0.013 0.007 0.2819
H -8.1153 0.2739 -5.3877 -0.036 0.002 0.056 0.3971
H -6.8088 -0.8073 -4.8670 -0.065 -0.023 0.020 0.2644
H -4.3363 1.5683 -0.8166 0.116 -0.079 -0.112 0.1724
H -2.8561 1.7969 -1.7951 -0.016 0.027 -0.061 0.4203
H -3.5858 0.1722 -1.6720 -0.015 -0.002 -0.048 0.4040
O -2.3683 8.0678 -5.2544 -0.091 0.098 -0.097 -0.6404
S -1.8852 6.9192 -5.9581 0.135 -0.362 0.217 1.1931
O -2.1722 6.7488 -7.3474 -0.044 0.156 -0.054 -0.6067
O -2.3278 5.6118 -5.1651 0.196 0.123 0.018 -0.2546
C -3.7259 5.4822 -4.8231 -0.661 -0.156 0.042 -0.0740
C -4.5606 5.0261 -6.0023 0.106 0.137 -0.202 -1.0494
C -0.1502 6.7557 -5.7036 0.023 -0.027 0.032 -0.9317
H -4.0981 6.4218 -4.4116 0.169 0.087 -0.071 0.3318
H -3.7758 4.7377 -4.0325 0.256 -0.022 -0.007 0.0186
H -4.6102 5.7940 -6.7739 -0.010 0.007 0.018 0.4191
H -5.5753 4.8029 -5.6731 0.025 -0.033 0.080 0.3305
H -4.1285 4.1327 -6.4525 -0.034 -0.058 0.071 0.2661
H 0.0553 6.8300 -4.6397 -0.012 0.005 0.005 0.3032
H 0.3297 7.5690 -6.2429 -0.046 0.022 -0.024 0.3736
H 0.1707 5.7970 -6.1012 -0.017 -0.003 -0.019 0.3105

***

92
Properties=species:S:1:pos:R:3:forces:R:3:mulliken_charge:R:1 method="wB97M-V/def2-TZVPD" gap_ev=5.92 e_above_lowest_kcal_mol=32.22 spin_multiplicity=1 homo_ev=-5.73 total_charge=0 energy_ev=-65842.681 molar_mass_g_mol=721.14
Cd 10.2010 11.6574 13.9011 1.544 0.198 0.164 3.1510
C 11.5242 16.6620 14.5915 -0.304 -0.055 -1.665 -0.7324
O 11.3096 16.3973 13.1478 -1.008 0.474 1.609 -0.4504
C 12.0831 15.4253 12.5988 1.274 0.108 -0.455 0.1455
C 12.9802 15.8547 11.6166 -1.266 2.025 0.720 -0.2839
C 13.9766 15.0699 11.1390 0.810 -1.827 -0.671 -0.7330
C 14.0098 13.7560 11.5659 -0.123 -0.902 1.022 -0.7891
C 13.0769 13.2307 12.5268 0.584 0.758 -0.267 0.2217
C 13.3925 11.9586 13.1438 -0.955 -2.499 1.694 -0.5679
N 12.5824 11.2610 13.9559 -0.018 3.591 -3.067 0.8790
N 13.0196 10.1672 14.5088 0.511 -1.847 2.129 -0.7893
C 12.2200 9.7706 15.5458 1.418 1.144 -3.072 0.3197
O 11.1086 10.2713 15.8254 -1.239 0.089 0.352 -0.8099
C 12.8553 8.7445 16.3580 1.149 -1.177 1.227 0.0703
C 14.2481 8.4007 16.2346 -0.635 -0.399 0.877 -0.2871
C 14.8491 7.6429 17.2601 -2.107 0.679 -0.277 -0.6031
C 14.1112 7.2349 18.3834 -0.317 -0.077 -0.650 -0.5224
C 12.7344 7.4216 18.4171 -0.363 0.768 -0.252 -0.3832
C 12.1201 8.1903 17.4139 -0.102 -0.764 0.059 0.1992
C 12.0426 14.0782 13.0671 0.313 0.105 -0.982 1.0571
O 11.1352 13.7250 13.9060 -0.610 -0.482 0.501 -1.6463
H 10.7747 17.4174 14.8264 0.201 0.107 0.028 0.2581
H 12.5399 17.0526 14.7076 -0.135 -0.075 0.164 0.3187
H 11.3360 15.7918 15.2134 0.167 -0.272 -0.199 0.2242
H 12.9049 16.9122 11.2698 -0.009 -0.837 0.530 0.3371
H 14.7477 15.4153 10.4651 -0.165 0.180 -0.148 0.3915
H 14.8299 13.0946 11.2465 -0.406 0.276 0.152 0.3121
H 14.4053 11.5137 13.0076 -0.580 0.379 -0.075 0.2448
H 14.8467 8.7062 15.3682 -0.530 0.113 0.469 0.3413
H 15.8532 7.3424 17.2026 1.274 -0.108 -0.178 0.4352
H 14.6184 6.7087 19.1686 0.101 -0.217 0.302 0.3716
H 12.0771 7.0877 19.2291 0.608 -0.129 -0.192 0.3576
H 11.0136 8.2552 17.4334 0.970 0.493 -0.060 -0.1110
N 8.5919 9.2115 11.0748 -0.514 -0.451 1.023 -0.2605
C 8.2698 10.5530 10.5431 -0.249 -0.959 -1.044 -0.8454
C 9.2454 11.6343 10.9856 -0.021 0.781 0.072 1.2867
N 10.4695 11.1074 11.6250 0.588 0.925 -0.670 -0.4009
H 7.9999 8.4346 10.7274 0.318 1.140 0.041 0.2638
H 8.5083 9.1987 12.1203 0.163 0.199 -1.242 -0.0815
H 7.2544 10.8785 10.8238 0.094 -0.071 -0.234 0.3126
H 8.3356 10.4955 9.4332 -0.338 -0.193 0.625 0.3474
H 8.7127 12.2715 11.7036 0.535 -0.330 -0.368 -1.0837
H 9.4898 12.3168 10.1456 -0.035 -0.542 0.205 0.3344
H 11.3040 11.5623 11.2073 -0.681 -0.098 0.739 0.2236
H 10.6158 10.1316 11.4009 -0.136 -0.525 0.226 -0.1419
C 8.0088 8.7904 17.4867 -0.056 0.058 -0.405 -0.9300
N 8.0493 9.6081 16.2657 0.222 1.105 0.373 -0.0358
C 8.4588 9.1511 15.0571 -0.225 0.720 -0.910 0.1492
N 8.4899 7.8153 14.8731 -0.073 -0.781 0.459 -0.3492
O 8.6795 9.9061 14.0481 -0.365 -0.695 1.781 -0.4826
H 7.5987 9.3656 18.3238 0.410 0.084 -0.300 0.3165
H 8.9874 8.3669 17.7223 -0.014 0.286 0.166 0.2372
H 7.3226 7.9595 17.3723 -0.249 -0.199 -0.235 0.3553
H 8.1481 10.6308 16.3999 0.049 -1.249 -0.275 0.2468
H 8.3298 7.0760 15.5653 0.157 1.036 -0.378 0.1940
H 8.7795 7.5140 13.9658 0.258 -0.065 -0.257 0.1705
C 6.5613 14.1698 11.2116 0.478 -1.087 -0.105 -1.1084
P 6.7975 13.8021 12.9911 1.264 1.012 0.069 0.8363
C 6.7839 15.5041 13.6907 -0.463 -0.416 -0.265 -1.1701
C 5.3453 12.8919 13.6174 -0.078 0.512 -0.560 -1.2367
O 8.1434 13.1548 13.2597 -1.511 0.046 0.459 -1.1499
H 5.6432 14.7216 11.0480 -0.265 -0.068 -0.056 0.4472
H 6.5936 13.2295 10.5947 -0.132 0.925 0.562 0.2680
H 7.3996 14.8145 10.9097 -0.141 -0.256 0.126 0.3409
H 6.0092 16.1164 13.1980 0.404 -0.167 0.044 0.4140
H 7.7945 15.9103 13.5181 -0.429 -0.091 0.129 0.2416
H 6.5300 15.4919 14.7516 0.304 -0.053 0.031 0.3851
H 4.3796 13.2714 13.2330 0.587 -0.224 -0.145 0.3641
H 5.2792 12.9799 14.6871 0.257 0.029 0.559 0.3843
H 5.5055 11.8496 13.3688 -0.183 -0.241 -0.137 0.2996
C 13.6474 8.9773 7.7089 -1.215 -0.471 0.946 -0.9086
C 13.4877 7.5088 8.2226 -0.815 0.653 0.139 -0.6900
N 12.4388 7.3095 9.2614 0.158 -0.262 -0.339 0.2262
C 11.2002 6.5456 8.8775 1.770 0.626 -0.350 -0.9189
C 10.3695 7.2200 7.8064 -0.673 0.884 0.646 -0.9453
C 12.5107 7.8392 10.5406 -1.793 0.323 0.569 0.8784
C 13.8236 8.1610 11.1565 1.396 0.708 -0.359 -1.1853
N 11.4704 8.0929 11.2864 -0.058 -0.452 -1.065 -0.6396
H 14.5011 8.9835 7.0579 0.281 0.226 -0.558 0.3788
H 13.8268 9.7069 8.5211 -0.087 -0.459 -0.310 0.1866
H 12.7093 9.2694 7.1866 0.754 -0.017 0.182 0.2505
H 14.4916 7.1432 8.4838 -0.459 -0.216 0.296 0.3524
H 13.0929 6.9369 7.3773 0.499 -0.133 0.030 0.3723
H 10.6360 6.4877 9.7956 -0.166 -0.571 0.022 0.5603
H 11.5331 5.5399 8.5237 -0.340 0.571 0.381 0.3668
H 10.0135 8.2252 8.1067 0.248 -0.439 0.182 0.1445
H 9.4814 6.6353 7.6192 -0.306 -0.310 -0.179 0.4021
H 10.8688 7.3757 6.8739 0.548 -0.164 -0.624 0.3678
H 14.5943 7.4110 10.9810 -0.037 -0.157 -0.331 0.3916
H 13.7513 8.2525 12.2379 -0.423 0.238 -0.064 0.2740
H 14.2304 9.1274 10.7564 -0.366 -0.725 0.340 0.1451
H 10.5603 7.9698 10.7808 1.096 0.228 0.550 -0.0788